Entry 1:
C2H5N5 | wB97M-V/def2-TZVPD

The HOMO-LUMO gap comes out at 0.393 hartree. The SMILES is NCc1nnn[nH]1. The calculation puts the HOMO energy at -10.17 eV.

```
! wB97M-V def2-TZVPD RIJCOSX def2/J DEFGRID3
* xyz 0 1
C -0.49241 0.29094 -0.38505
C 0.38955 -1.13202 -0.47514
N -1.05129 0.89286 -1.36889
N -0.69598 1.05751 0.72439
N -1.51024 2.02582 -0.94437
N -1.30954 2.19806 0.27241
N 1.46483 -1.24403 0.46111
H -0.43174 -1.82326 -0.49202
H 0.76567 -1.11111 -1.44056
H 1.95632 -0.38644 0.77836
H -0.30175 0.99847 1.58277
H 1.21658 -1.76680 1.28699
*
```


Entry 2:
C2H5N5 | wB97M-V/def2-TZVPD

The HOMO-LUMO gap comes out at 0.396 hartree. The SMILES is [NH2+]=C=NN1NC1=[NH2+]. The calculation puts the HOMO energy at -19.94 eV.

```
! wB97M-V def2-TZVPD RIJCOSX def2/J DEFGRID3
* xyz 2 1
C -0.08117 0.59063 -1.55323
C 0.12942 -0.59682 1.89296
N 0.31329 0.61045 -0.25041
N 0.03292 0.00451 0.86978
N -0.33198 1.79275 -1.06435
N -0.18069 -0.13307 -2.59352
N 0.14174 -1.20106 2.98828
H 0.09852 2.71248 -1.13636
H 0.04022 -1.12891 -2.60055
H -0.46899 0.26513 -3.49158
H -0.68332 -1.66966 3.37509
H 0.99004 -1.24644 3.56388
*
```


Entry 3:
C2H5N5 | wB97M-V/def2-TZVPD

The HOMO-LUMO gap comes out at 0.292 hartree. The SMILES is C/N=N/N=[N+]=C=[NH2+]. The calculation puts the HOMO energy at -20.99 eV.

```
! wB97M-V def2-TZVPD RIJCOSX def2/J DEFGRID3
* xyz 2 1
C 1.27641 1.09997 0.00226
C -1.66500 -1.36237 0.04081
N 2.05044 0.27513 0.28441
N 1.83922 -1.05588 0.52669
N 0.72586 -1.34325 0.37007
N -0.37467 -1.02111 0.28760
N 0.81836 2.24105 -0.34613
H -1.72732 -1.26915 -1.11467
H -2.22943 -0.55014 0.57894
H -2.00022 -2.36266 0.30481
H 1.11204 2.57125 -1.21309
H 0.17431 2.77717 0.27829
*
```


Entry 4:
C2H5N5O | wB97M-V/def2-TZVPD

The HOMO-LUMO gap comes out at 0.312 hartree. The calculation puts the HOMO energy at -8.59 eV.

```
! wB97M-V def2-TZVPD RIJCOSX def2/J DEFGRID3
* xyz 0 1
C 0.74505 0.46973 -0.11588
C -1.34559 1.15479 -0.04446
H 3.62046 -0.96522 0.54936
H 2.30397 -1.16993 -1.00689
H -2.16014 1.71523 -0.26905
H -1.47154 -1.56728 1.37123
H -2.84924 -1.76373 -0.11451
N 2.35047 -0.91733 0.15046
N 1.97486 0.52661 0.30709
N -0.07463 1.59395 0.15421
N -1.38843 -0.29020 -0.34028
N -2.22150 -0.98970 0.55070
O -0.04070 -0.68245 -0.66542
*
```


Entry 5:
C2H5N5O | wB97M-V/def2-TZVPD

The HOMO-LUMO gap comes out at 0.302 hartree. The SMILES is N/N=c1\nc(O)[nH][nH]1. The calculation puts the HOMO energy at -7.83 eV.

```
! wB97M-V def2-TZVPD RIJCOSX def2/J DEFGRID3
* xyz 0 1
C 0.73271 0.32267 -0.05019
C -1.27551 -0.37722 -0.02688
H 2.12834 -1.54970 -0.31518
H 3.57736 -0.72352 -0.34002
H -3.08049 -0.64734 -0.24084
H -1.86374 1.39160 0.83842
H 0.21296 2.23393 0.44373
N 2.67317 -0.79967 0.14279
N 1.96554 0.40221 0.07066
N -0.09057 -0.81214 -0.07330
N -1.46219 1.01901 -0.02220
N -0.07981 1.46892 -0.19214
O -2.34507 -1.16575 0.07445
*
```


Entry 6:
C2H5N5O | wB97M-V/def2-TZVPD

The HOMO-LUMO gap comes out at 0.356 hartree. The SMILES is Nn1cnc(=O)n1N. The calculation puts the HOMO energy at -9.24 eV.

```
! wB97M-V def2-TZVPD RIJCOSX def2/J DEFGRID3
* xyz 0 1
C -0.16099 -1.69529 -0.25165
C 1.59441 -0.44782 0.11635
H -2.46484 0.56295 -0.23737
H -1.78848 0.36653 1.23530
H -0.73810 -2.56802 -0.42780
H 1.05870 1.73500 -1.05933
H 0.52093 2.31635 0.38857
N -1.94790 -0.09975 0.33606
N -0.66727 -0.41418 -0.21390
N 1.12069 -1.79834 0.00658
N 0.41824 0.36668 0.20498
N 0.37493 1.64187 -0.33230
O 2.67968 0.03401 0.23452
*
```


Entry 7:
C2H5N5O | wB97M-V/def2-TZVPD

The HOMO-LUMO gap comes out at 0.344 hartree. The SMILES is CO/N=c1\nn[nH][nH]1. The calculation puts the HOMO energy at -9.22 eV.

```
! wB97M-V def2-TZVPD RIJCOSX def2/J DEFGRID3
* xyz 0 1
C 2.77845 -0.09275 0.19370
C -0.58014 0.33129 -0.12409
H 2.87994 0.53548 -0.52173
H 3.20128 -1.12518 -0.17190
H 2.85194 -0.05501 1.30811
H -3.64079 0.20138 -0.32641
H -1.79560 1.27718 -1.06205
N 0.62742 0.65832 0.10095
N -1.04902 -1.04802 -0.17134
N -2.17839 -1.18764 0.12220
N -2.78926 -0.04472 0.44527
N -1.76929 1.07811 0.15278
O 1.46348 -0.52844 0.05452
*
```


Entry 8:
C2H5N5O2 | wB97M-V/def2-TZVPD

The HOMO-LUMO gap comes out at 0.411 hartree. The SMILES is c1nnn[nH]1.NC(=O)O. The calculation puts the HOMO energy at -10.57 eV.

```
! wB97M-V def2-TZVPD RIJCOSX def2/J DEFGRID3
* xyz 0 1
C 1.79522 -0.22784 -0.08964
C -2.65488 1.02016 -0.09703
N -3.47450 0.04311 -0.19176
N -2.76725 -1.02624 0.08119
N -1.44247 0.54637 0.17923
N -1.56682 -0.79118 0.30336
N 3.12884 -0.26150 0.01246
O 1.16774 -1.36823 -0.10722
O 1.29059 0.84293 -0.07387
H 0.13705 -1.42917 -0.16592
H -2.62735 2.13984 -0.27402
H -0.36075 0.84703 0.17932
H 3.83323 -0.95792 -0.16307
H 3.54134 0.62263 0.40696
*
```


Entry 9:
C2H5N5O3 | wB97M-V/def2-TZVPD

The HOMO-LUMO gap comes out at 0.389 hartree. The SMILES is N/C(O)=N\[N+](=O)[O-].N=C=N. The calculation puts the HOMO energy at -10.21 eV.

```
! wB97M-V def2-TZVPD RIJCOSX def2/J DEFGRID3
* xyz 0 1
C -2.68534 1.18016 -0.19331
C 1.13163 -0.35356 -0.17702
N -3.77911 1.05616 -0.64137
N -1.54498 1.12022 0.26019
N 2.18053 -1.15641 -0.40046
N 1.17507 0.88792 0.20537
N 2.30624 1.59459 0.25573
O 0.03703 -0.97694 -0.17430
O 2.21417 2.61681 0.89501
O 3.35061 1.28524 -0.35623
H -4.35517 0.23084 -0.45181
H -1.05082 1.82205 0.84289
H -0.53447 -0.25032 -0.03940
H 2.96451 -0.59501 -0.70810
H 1.94488 -1.97417 -0.79126
*
```


Entry 10:
C2H5N6O4 | wB97M-V/def2-TZVPD

The HOMO-LUMO gap comes out at 0.377 hartree. The SMILES is CN1[NH2+]N=C([N+](=O)[O-])N1[N+](=O)[O-]. The calculation puts the HOMO energy at -15.18 eV.

```
! wB97M-V def2-TZVPD RIJCOSX def2/J DEFGRID3
* xyz 1 1
C 0.95311 0.69014 0.50152
C -1.82596 -0.39325 -0.95846
N 0.16413 1.59683 0.89649
N 0.46182 -0.48272 0.16390
N -1.23884 -0.33163 0.33711
N 2.59235 0.91046 0.57891
N 0.99695 -1.93242 -0.20371
N -1.21747 1.12163 0.66520
O 3.05163 0.42226 1.52088
O 3.06486 1.46639 -0.35687
O 2.14867 -1.92033 -0.10552
O 0.20303 -2.66246 -0.53622
H -2.91881 -0.46970 -1.11065
H -1.57604 0.31673 -1.63943
H -1.64803 -1.33647 -1.32815
H -1.71625 1.20967 1.58043
H -1.49515 1.79487 -0.00543
*
```


Entry 11:
C2H5NO | wB97M-V/def2-TZVPD

The HOMO-LUMO gap (alpha / beta) comes out at 0.260 / 0.406 hartree. The calculation puts the HOMO energy (alpha / beta) at -7.34 / -10.25 eV.

```
! wB97M-V def2-TZVPD RIJCOSX def2/J DEFGRID3
* xyz 0 1
C 0.81778 0.12827 -0.13445
C -0.53565 0.53854 0.15991
N 1.83622 -0.64925 0.38579
O 1.99466 0.76631 -0.05955
H -0.23831 -2.44682 -1.31922
H -1.18854 -0.45151 0.21555
H -0.80460 1.12475 -0.83384
H -0.54648 1.37229 0.80704
H 1.74400 -0.76473 1.35684
*
```


Entry 12:
C2H5NO | wB97M-V/def2-TZVPD

The HOMO-LUMO gap comes out at 0.340 hartree. The calculation puts the HOMO energy at -8.33 eV.

```
! wB97M-V def2-TZVPD RIJCOSX def2/J DEFGRID3
* xyz 0 1
C -0.71194 1.48038 -0.23837
C 0.88915 -0.43562 0.05512
N -0.44285 0.22940 -0.02559
O -1.27872 -0.89698 0.13373
H -2.16086 -0.70491 0.28530
H 0.16121 2.22585 -0.39845
H 1.19557 -0.75085 -0.88969
H 1.58692 0.26192 0.47991
H 0.76151 -1.40918 0.59804
*
```


Entry 13:
C2H5NO | wB97M-V/def2-TZVPD

The HOMO-LUMO gap comes out at 0.395 hartree. The calculation puts the HOMO energy at -10.03 eV.

```
! wB97M-V def2-TZVPD RIJCOSX def2/J DEFGRID3
* xyz 0 1
C 0.54749 0.72993 0.49323
C -0.35632 -0.25049 -0.23713
N -0.46894 -1.39585 0.33865
O -0.73800 0.28334 -1.47147
H 0.02511 1.07569 1.39004
H 1.39678 0.14959 0.86970
H 0.85925 1.57351 -0.11851
H -1.39321 -1.81517 0.21275
H 0.12785 -0.35055 -1.47726
*
```


Entry 14:
C2H5NO | wB97M-V/def2-TZVPD

The HOMO-LUMO gap comes out at 0.365 hartree. The calculation puts the HOMO energy at -8.99 eV.

```
! wB97M-V def2-TZVPD RIJCOSX def2/J DEFGRID3
* xyz 0 1
C 0.37389 -1.63503 1.04086
C 0.12307 0.44062 -0.73632
N -0.66688 -0.31616 0.19062
O 1.40393 -1.93434 0.56923
H -0.19119 -2.01157 1.87809
H 0.79731 -0.23535 -1.26236
H -0.56050 0.87782 -1.46966
H 0.71006 1.24661 -0.28014
H -0.99348 0.23333 0.97719
*
```


Entry 15:
C2H5NO | wB97M-V/def2-TZVPD

The HOMO-LUMO gap comes out at 0.382 hartree. The SMILES is NCC=O. The calculation puts the HOMO energy at -9.42 eV.

```
! wB97M-V def2-TZVPD RIJCOSX def2/J DEFGRID3
* xyz 0 1
O 0.61971 -1.69913 -0.46034
C -0.13503 -0.82683 -0.11152
C 0.32227 0.60969 0.02641
N -0.65000 1.58020 0.45003
H -1.08695 -1.16086 0.35229
H 1.21848 0.56972 0.64936
H 0.69750 0.87424 -0.96758
H -1.32337 1.25100 1.12929
H -1.18144 1.98309 -0.31497
*
```


Entry 16:
C2H5NO2 | wB97M-V/def2-TZVPD

The HOMO-LUMO gap comes out at 0.398 hartree. The SMILES is NC=O.C=O. The calculation puts the HOMO energy at -10.08 eV.

```
! wB97M-V def2-TZVPD RIJCOSX def2/J DEFGRID3
* xyz 0 1
O -1.36471 -2.65283 -0.63858
C -1.93635 -1.60305 -0.59444
H -2.57768 -1.35584 -1.46757
H -1.87018 -0.76886 0.12533
C 1.56211 0.52446 0.18709
N 1.00918 1.67328 0.66963
O 1.77453 -0.48320 0.80984
H 1.75972 0.60927 -0.88222
H 1.07611 2.57285 0.23424
H 0.56726 1.48394 1.55668
*
```


Entry 17:
C2H5NO2 | wB97M-V/def2-TZVPD

The HOMO-LUMO gap comes out at 0.391 hartree. The calculation puts the HOMO energy at -9.87 eV.

```
! wB97M-V def2-TZVPD RIJCOSX def2/J DEFGRID3
* xyz 0 1
C 0.28324 0.16317 0.00929
C -0.94870 0.81430 0.46397
N 1.22130 0.27447 -1.00611
O 1.52438 0.21181 0.46919
O -0.29599 -1.74897 0.23920
H -0.62591 1.47164 1.39120
H -1.73857 0.11704 0.59790
H -1.27975 1.50901 -0.45211
H 1.43748 -0.61185 -1.47195
H 0.42253 -2.20062 -0.24057
*
```


Entry 18:
C2H5NO2 | wB97M-V/def2-TZVPD

The HOMO-LUMO gap comes out at 0.353 hartree. The SMILES is O/C=N\CO. The calculation puts the HOMO energy at -9.25 eV.

```
! wB97M-V def2-TZVPD RIJCOSX def2/J DEFGRID3
* xyz 0 1
C -0.80037 0.08005 0.54267
C 1.19910 -0.45200 0.02263
O -1.78322 0.46612 -0.35847
O 1.71679 0.48855 -0.79186
N 0.01692 -0.97787 0.06176
H -2.08766 -0.33503 -0.80564
H 0.99685 1.02620 -1.15529
H -1.22693 -0.15228 1.52988
H -0.03878 0.97923 0.63619
H 2.00730 -1.12296 0.31811
*
```


Entry 19:
C2H5NO2 | wB97M-V/def2-TZVPD

The HOMO-LUMO gap comes out at 0.348 hartree. The calculation puts the HOMO energy at -8.73 eV.

```
! wB97M-V def2-TZVPD RIJCOSX def2/J DEFGRID3
* xyz 0 1
C 1.73452 -0.31270 0.36144
C -1.64443 -0.42931 0.23695
N -0.55652 -0.04062 -0.30296
O 0.61400 -0.83230 -0.43569
O -2.69486 0.38605 0.14646
H 1.19839 0.48144 1.02476
H 2.14695 -1.17870 0.86488
H 2.38506 0.16127 -0.29157
H -0.50952 0.67083 -1.12269
H -2.67359 1.09404 -0.48158
*
```


Entry 20:
C2H5NO2 | wB97M-V/def2-TZVPD

The HOMO-LUMO gap comes out at 0.370 hartree. The SMILES is CO/C=N/O. The calculation puts the HOMO energy at -9.00 eV.

```
! wB97M-V def2-TZVPD RIJCOSX def2/J DEFGRID3
* xyz 0 1
C -1.88328 -0.60172 0.01295
C 0.16948 0.71866 0.03188
H -2.58186 -0.73426 -0.84710
H -1.18009 -1.35418 0.10282
H -2.54375 -0.58732 0.85818
H 0.66719 1.67560 0.12398
H 2.42616 -1.10952 0.05327
N 0.78746 -0.38827 0.00018
O -1.16861 0.66499 -0.04627
O 2.16647 -0.14925 -0.02390
*
```


Energy relative to the best compared isomer or geometry (same formula, charge and spin) in kcal per mole, matching the order above: 60.6; 56.9; 139.4; 176.8; 34.5; 41.3; 169.8; 0.0; 13.4; 102.8; 200.8; 116.6; 75.8; 58.6; 31.3; 38.4; 130.3; 72.1; 115.7; 74.6